(1)
ORCA calculation (ωB97M-V/def2-TZVPD) on a structure of composition C5H7Cl in a non-equilibrium geometry.

```
! wB97M-V def2-TZVPD RIJCOSX def2/J DEFGRID3
* xyz 0 1
C -1.45 0.58 0.11
C 0.54 1.04 0.11
C -0.23 -0.25 0.41
C -0.68 1.74 -0.07
C 0.09 -1.38 -0.53
Cl 3.17 -0.58 0.75
H -2.52 0.40 0.11
H 1.67 1.24 0.00
H -0.24 -0.47 1.39
H -0.96 2.71 -0.21
H -0.35 -1.12 -1.40
H -0.22 -2.38 -0.21
H 1.18 -1.53 -0.48
*
```

Values from the calculation:
- Calculated total energy: -17815.8615 eV
- Orbital gap (alpha / beta): 4.777 / 4.778 eV
- HOMO (alpha / beta): -7.918 / -7.919 eV

Mulliken analysis output, partial charges in e: number 1, C, carries -0.36; number 2, C, carries 0.07; number 3, C, carries 0.18; number 4, C, carries -0.68; number 5, C, carries -1.08; number 6, Cl, carries -0.71; number 7, H, carries 0.40; number 8, H, carries 0.27; number 9, H, carries 0.44; number 10, H, carries 0.50; number 11, H, carries 0.44; number 12, H, carries 0.30; number 13, H, carries 0.20

---

(2)
ORCA calculation (ωB97M-V/def2-TZVPD) on an isolated molecule of C3H9N3O in a non-equilibrium geometry.

```
! wB97M-V def2-TZVPD RIJCOSX def2/J DEFGRID3
* xyz 0 1
C -2.23 0.09 0.64
C -1.41 -0.25 -0.57
C 0.94 -0.92 -0.21
H -1.78 -0.35 1.56
H -3.18 -0.38 0.40
H -2.37 1.18 0.84
H -1.51 -1.33 -0.79
H -1.84 0.25 -1.49
H 1.26 1.38 -0.13
H 0.48 -1.89 -0.27
H 3.14 0.73 1.05
H 3.41 0.48 -0.53
N -0.01 0.02 -0.49
N 2.14 -0.84 0.18
N 2.68 0.47 0.14
O 0.30 1.36 -0.34
*
```

Values from the calculation:
- SMILES: CCN(O)/C=N\N
- Calculated total energy: -9771.7123 eV
- Orbital gap: 9.009 eV
- HOMO: -8.040 eV

Mulliken analysis output, partial charges in e: number 1, C, carries -0.96; number 2, C, carries -0.56; number 3, C, carries 0.18; number 4, H, carries 0.27; number 5, H, carries 0.35; number 6, H, carries 0.27; number 7, H, carries 0.35; number 8, H, carries 0.27; number 9, H, carries 0.57; number 10, H, carries 0.29; number 11, H, carries 0.23; number 12, H, carries 0.20; number 13, N, carries 0.17; number 14, N, carries -0.68; number 15, N, carries -0.43; number 16, O, carries -0.53

---

(3)
ORCA calculation (ωB97M-V/def2-TZVPD) on a structure of composition C3H3CaFO2 in a non-equilibrium geometry.

```
! wB97M-V def2-TZVPD RIJCOSX def2/J DEFGRID3
* xyz 1 2
H 0.21 1.14 1.39
F 1.36 0.17 -1.57
O 0.26 -1.20 -0.17
O -1.18 0.38 0.10
C 1.06 -0.01 -0.26
C 0.10 1.03 0.27
C -0.95 -0.89 0.23
H 1.99 -0.17 0.30
H 0.09 1.96 -0.30
Ca -2.94 -2.40 0.01
*
```

Values from the calculation:
- Calculated total energy: -28401.5618 eV
- Orbital gap (alpha / beta): 5.452 / 11.468 eV
- HOMO (alpha / beta): -9.733 / -15.718 eV
- <S²>: 0.750

Mulliken analysis output, partial charges in e: number 1, H, carries 0.29; number 2, F, carries -0.25; number 3, O, carries -0.24; number 4, O, carries -0.23; number 5, C, carries 0.21; number 6, C, carries -0.29; number 7, C, carries -0.03; number 8, H, carries 0.30; number 9, H, carries 0.30; number 10, Ca, carries 0.94

---

(4)
ORCA calculation (ωB97M-V/def2-TZVPD) on a cluster of 2 separate species, C23H29N3O6 in total in a non-equilibrium geometry.

```
! wB97M-V def2-TZVPD RIJCOSX def2/J DEFGRID3
* xyz 0 1
O 3.29 -1.44 5.38
O -1.94 4.30 -4.55
O -0.88 -1.16 3.90
O -1.27 -3.81 -1.59
O 2.21 -1.00 -2.54
O -2.47 2.37 -5.69
C 3.11 -2.12 4.38
C -2.21 3.09 -4.56
C 0.21 -0.84 4.36
C 0.67 -2.99 -0.45
C -1.50 -1.92 -0.12
C 0.19 -0.47 -3.69
C -0.94 0.34 -3.84
C 0.89 0.84 -1.79
C 1.26 -2.07 0.44
C -0.91 -1.02 0.78
C -0.71 -2.92 -0.73
C 1.11 -0.21 -2.67
C -1.16 1.43 -2.98
C -0.24 1.67 -1.93
C 0.46 -1.09 1.07
N 0.42 -0.76 5.68
N -2.58 3.24 -2.04
N 2.28 -1.76 3.40
C -2.30 3.09 -6.93
C 3.83 -3.44 4.20
C -0.60 -0.97 6.71
C -2.36 2.34 -3.21
C -0.47 2.76 -0.92
C -1.36 3.86 -1.48
C 1.09 -0.09 2.02
C 1.43 -0.57 3.45
H -2.21 -3.67 -1.67
H 2.62 -0.82 -1.68
H 1.27 -3.74 -0.94
H -2.55 -1.86 -0.34
H 0.37 -1.30 -4.36
H -1.63 0.12 -4.64
H 1.59 1.03 -0.99
H 2.32 -2.12 0.63
H -1.52 -0.26 1.26
H 1.38 -0.61 5.98
H -3.26 3.97 -2.28
H 2.13 -2.40 2.64
H -1.28 3.46 -7.02
H -2.99 3.94 -6.98
H -2.51 2.42 -7.77
H 4.45 -3.62 5.08
H 4.45 -3.40 3.31
H 3.10 -4.24 4.11
H -1.21 -1.84 6.45
H -0.12 -1.14 7.67
H -1.24 -0.09 6.77
H -3.25 1.71 -3.30
H 0.49 3.20 -0.62
H -0.94 2.33 -0.04
H -1.63 4.56 -0.68
H -0.82 4.43 -2.25
H 0.44 0.78 2.11
H 2.02 0.26 1.57
H 1.99 0.23 3.93
*
```

Values from the calculation:
- SMILES: CNC(=O)[C@H](Cc1ccc(O)cc1)NC(C)=O.COC(=O)[C@@H]1NCCc2cc(O)ccc21
- Calculated total energy: -41078.2997 eV
- Orbital gap: 8.840 eV
- HOMO: -8.324 eV

Mulliken analysis output, partial charges in e: number 1, O, carries -0.70; number 2, O, carries -0.59; number 3, O, carries -0.67; number 4, O, carries -0.59; number 5, O, carries -0.64; number 6, O, carries -0.28; number 7, C, carries 0.85; number 8, C, carries 0.55; number 9, C, carries 0.17; number 10, C, carries -1.28; number 11, C, carries -0.73; number 12, C, carries -0.92; number 13, C, carries -0.71; number 14, C, carries -0.14; number 15, C, carries -0.07; number 16, C, carries -0.60; number 17, C, carries 0.89; number 18, C, carries 0.42; number 19, C, carries -0.18; number 20, C, carries 0.56; number 21, C, carries 0.60; number 22, N, carries -0.11; number 23, N, carries -0.51; number 24, N, carries 0.04; number 25, C, carries -0.68; number 26, C, carries -1.24; number 27, C, carries -0.97; number 28, C, carries 0.22; number 29, C, carries -0.78; number 30, C, carries -0.92; number 31, C, carries -2.03; number 32, C, carries 0.29; number 33, H, carries 0.29; number 34, H, carries 0.33; number 35, H, carries 0.37; number 36, H, carries 0.33; number 37, H, carries 0.43; number 38, H, carries 0.47; number 39, H, carries 0.26; number 40, H, carries 0.88; number 41, H, carries 0.49; number 42, H, carries 0.30; number 43, H, carries 0.33; number 44, H, carries 0.23; number 45, H, carries 0.31; number 46, H, carries 0.29; number 47, H, carries 0.24; number 48, H, carries 0.33; number 49, H, carries 0.33; number 50, H, carries 0.34; number 51, H, carries 0.32; number 52, H, carries 0.35; number 53, H, carries 0.29; number 54, H, carries 0.40; number 55, H, carries 0.47; number 56, H, carries 0.22; number 57, H, carries 0.51; number 58, H, carries 0.33; number 59, H, carries 0.44; number 60, H, carries 0.52; number 61, H, carries 0.34

---

(5)
ORCA calculation (ωB97M-V/def2-TZVPD) on an isolated molecule of C27H26N2O5.

```
! wB97M-V def2-TZVPD RIJCOSX def2/J DEFGRID3
* xyz 0 1
C 0.71 1.12 -7.11
H 1.64 0.98 -7.66
C 0.39 -0.12 -6.29
C -0.92 0.05 -5.52
O -1.26 -1.09 -4.76
C -0.64 -1.34 -3.58
C 0.29 -0.50 -2.97
C 0.83 -0.83 -1.74
C 0.46 -2.00 -1.10
C -0.44 -2.86 -1.73
C -1.00 -2.54 -2.95
C -1.99 -3.44 -3.62
H -2.16 -4.34 -3.03
H -2.94 -2.92 -3.76
H -1.63 -3.72 -4.61
H -0.72 -3.78 -1.24
C 1.03 -2.35 0.22
C 0.71 -1.69 1.36
C 1.30 -2.05 2.62
O 2.13 -2.94 2.82
C 0.69 -1.14 3.67
O 0.94 -1.13 4.86
N -0.23 -0.36 3.02
C -1.09 0.57 3.58
N -1.97 1.09 2.73
C -2.82 1.99 3.17
C -2.85 2.44 4.48
C -1.93 1.89 5.37
C -1.03 0.95 4.92
H -0.30 0.50 5.58
H -1.92 2.20 6.40
H -3.56 3.18 4.80
H -3.52 2.37 2.43
C -0.27 -0.57 1.57
C 0.10 0.70 0.84
C 1.29 1.34 1.13
C 1.66 2.50 0.46
C 0.82 3.03 -0.51
C -0.38 2.39 -0.79
C -0.74 1.25 -0.12
H -1.68 0.76 -0.34
H -1.03 2.82 -1.54
O 1.09 4.15 -1.24
C 2.28 4.86 -0.99
H 3.16 4.25 -1.19
H 2.26 5.71 -1.67
H 2.32 5.22 0.04
H 2.60 2.97 0.71
H 1.96 0.94 1.88
H -1.28 -0.86 1.28
O 1.86 -3.38 0.23
H 2.19 -3.52 1.16
H 1.56 -0.18 -1.29
H 0.61 0.42 -3.43
H -0.88 0.94 -4.88
H -1.75 0.17 -6.22
H 0.29 -0.99 -6.94
H 1.20 -0.32 -5.59
H 0.82 1.99 -6.47
H -0.08 1.32 -7.83
*
```

Values from the calculation:
- SMILES: CCCOc1ccc(/C(O)=C2/C(=O)C(=O)N(c3ccccn3)[C@H]2c2ccc(OC)cc2)cc1C
- Calculated total energy: -41639.0290 eV
- Orbital gap: 7.892 eV
- HOMO: -8.268 eV

Mulliken analysis output, partial charges in e: number 1, C, carries -1.31; number 2, H, carries 0.37; number 3, C, carries -0.04; number 4, C, carries -0.83; number 5, O, carries -0.50; number 6, C, carries 1.13; number 7, C, carries -0.80; number 8, C, carries -0.91; number 9, C, carries -0.09; number 10, C, carries -0.65; number 11, C, carries 1.02; number 12, C, carries -1.67; number 13, H, carries 0.42; number 14, H, carries 0.32; number 15, H, carries 0.32; number 16, H, carries 0.42; number 17, C, carries 0.04; number 18, C, carries -0.58; number 19, C, carries 0.46; number 20, O, carries -0.80; number 21, C, carries 0.56; number 22, O, carries -0.68; number 23, N, carries 0.16; number 24, C, carries 0.45; number 25, N, carries -0.24; number 26, C, carries -0.35; number 27, C, carries -0.57; number 28, C, carries -0.50; number 29, C, carries -0.67; number 30, H, carries 0.51; number 31, H, carries 0.43; number 32, H, carries 0.38; number 33, H, carries 0.40; number 34, C, carries -0.39; number 35, C, carries -0.03; number 36, C, carries -0.32; number 37, C, carries -0.97; number 38, C, carries 0.93; number 39, C, carries -0.83; number 40, C, carries 0.29; number 41, H, carries 0.56; number 42, H, carries 0.48; number 43, O, carries -0.47; number 44, C, carries -0.89; number 45, H, carries 0.34; number 46, H, carries 0.25; number 47, H, carries 0.35; number 48, H, carries 0.46; number 49, H, carries 0.38; number 50, H, carries 0.67; number 51, O, carries -0.62; number 52, H, carries 0.45; number 53, H, carries 0.67; number 54, H, carries 0.50; number 55, H, carries 0.31; number 56, H, carries 0.43; number 57, H, carries 0.32; number 58, H, carries 0.27; number 59, H, carries 0.33; number 60, H, carries 0.33

---

(6)
ORCA calculation (ωB97M-V/def2-TZVPD) on a structure of composition C26H78O13 in a non-equilibrium geometry.

```
! wB97M-V def2-TZVPD RIJCOSX def2/J DEFGRID3
* xyz 0 1
C 5.77 -1.42 0.38
C 4.39 -1.85 0.94
O 3.38 -1.06 0.34
H 5.84 -0.33 0.37
H 6.01 -1.77 -0.63
H 6.66 -1.76 0.91
H 4.35 -1.76 2.03
H 4.27 -2.89 0.64
H 2.54 -1.25 0.77
C 0.80 -0.06 -4.24
C 1.19 0.34 -2.85
O 0.08 0.20 -1.95
H 0.41 -1.08 -4.23
H 1.60 -0.03 -4.98
H -0.05 0.54 -4.57
H 1.32 1.42 -2.85
H 2.15 -0.13 -2.60
H -0.22 -0.71 -2.02
C -2.30 -1.27 -2.77
C -1.41 -2.11 -1.93
O -0.04 -1.99 -2.34
H -2.21 -1.52 -3.83
H -2.08 -0.21 -2.65
H -3.34 -1.39 -2.46
H -1.69 -3.16 -1.96
H -1.42 -1.82 -0.88
H 0.42 -2.72 -1.92
C 3.15 1.75 0.70
C 3.21 1.38 -0.75
O 4.41 0.64 -0.99
H 3.34 0.90 1.35
H 2.20 2.18 1.01
H 3.92 2.49 0.92
H 3.15 2.30 -1.33
H 2.40 0.78 -1.17
H 4.47 -0.12 -0.40
C 0.85 0.64 3.49
C -0.66 0.86 3.28
O -1.18 1.64 4.31
H 1.34 1.61 3.49
H 1.29 -0.07 2.79
H 1.08 0.25 4.48
H -1.05 -0.15 3.37
H -0.86 1.29 2.30
H -1.18 1.13 5.12
C -3.79 3.17 0.09
C -2.39 2.64 0.34
O -2.29 1.41 -0.37
H -4.04 4.11 0.58
H -4.54 2.42 0.33
H -3.95 3.41 -0.97
H -2.12 2.59 1.39
H -1.69 3.20 -0.28
H -1.90 1.67 -1.21
C 2.78 -3.05 2.73
C 1.56 -2.19 2.44
O 1.76 -1.32 1.33
H 2.53 -3.80 3.48
H 3.57 -2.41 3.14
H 3.16 -3.51 1.82
H 1.23 -1.60 3.30
H 0.69 -2.81 2.23
H 0.90 -0.94 1.13
C -1.94 -2.89 2.80
C -2.55 -1.54 2.41
O -2.38 -1.50 1.03
H -2.45 -3.69 2.27
H -2.10 -3.01 3.87
H -0.88 -2.98 2.57
H -2.00 -0.68 2.79
H -3.61 -1.53 2.68
H -3.01 -0.89 0.62
C 0.90 0.72 0.25
C -0.35 -0.10 0.38
O -0.33 -1.15 1.27
H 1.71 0.09 -0.13
H 1.20 1.18 1.19
H 0.66 1.55 -0.42
H -0.50 -0.55 -0.59
H -1.23 0.48 0.67
H -1.18 -1.60 1.18
C -5.25 -1.13 0.71
C -4.56 0.15 0.24
O -3.23 0.15 0.68
H -4.75 -2.01 0.30
H -6.31 -1.07 0.46
H -5.19 -1.21 1.79
H -4.88 1.07 0.72
H -4.60 0.24 -0.85
H -2.80 0.86 0.21
C 0.98 3.59 -0.95
C 2.21 4.48 -1.17
O 1.85 5.80 -1.50
H 1.26 2.56 -0.75
H 0.36 3.47 -1.84
H 0.40 3.99 -0.12
H 2.85 4.07 -1.95
H 2.74 4.45 -0.22
H 2.65 6.31 -1.37
C -2.04 3.52 -2.99
C -1.08 2.30 -3.05
O -0.98 1.76 -1.80
H -3.02 3.17 -2.64
H -2.18 4.05 -3.93
H -1.71 4.28 -2.28
H -0.09 2.65 -3.35
H -1.35 1.50 -3.74
H -0.41 0.99 -1.89
C -0.55 -3.90 0.38
C 0.82 -3.55 -0.26
O 0.72 -3.67 -1.67
H -0.54 -4.06 1.46
H -0.92 -4.85 -0.02
H -1.37 -3.22 0.14
H 1.59 -4.21 0.14
H 1.20 -2.55 -0.06
H 0.43 -4.57 -1.85
*
```

Values from the calculation:
- Calculated total energy: -54812.1422 eV
- Orbital gap: 8.607 eV
- HOMO: -8.341 eV

Results of the Mulliken charge analysis, in e, for atoms 1 through 99: number 1, C, carries -1.96; number 2, C, carries 0.49; number 3, O, carries -0.83; number 4, H, carries 0.55; number 5, H, carries 0.37; number 6, H, carries 0.39; number 7, H, carries -0.14; number 8, H, carries 0.12; number 9, H, carries 2.26; number 10, C, carries -1.44; number 11, C, carries -0.71; number 12, O, carries 1.02; number 13, H, carries 0.13; number 14, H, carries 0.45; number 15, H, carries 0.25; number 16, H, carries 0.31; number 17, H, carries 0.50; number 18, H, carries -0.74; number 19, C, carries -1.08; number 20, C, carries -0.04; number 21, O, carries -0.79; number 22, H, carries 0.42; number 23, H, carries -0.19; number 24, H, carries 0.41; number 25, H, carries 0.73; number 26, H, carries -0.81; number 27, H, carries 0.42; number 28, C, carries -0.44; number 29, C, carries 0.09; number 30, O, carries -0.76; number 31, H, carries 0.04; number 32, H, carries 0.53; number 33, H, carries 0.44; number 34, H, carries 0.65; number 35, H, carries -0.48; number 36, H, carries 0.26; number 37, C, carries -0.60; number 38, C, carries 0.94; number 39, O, carries -0.67; number 40, H, carries 0.19; number 41, H, carries -0.09; number 42, H, carries 0.45; number 43, H, carries 0.72; number 44, H, carries -0.92; number 45, H, carries 0.41; number 46, C, carries -0.97; number 47, C, carries -0.04; number 48, O, carries -0.74; number 49, H, carries 0.42; number 50, H, carries -0.02; number 51, H, carries 0.21; number 52, H, carries 0.53; number 53, H, carries -0.08; number 54, H, carries -0.22; number 55, C, carries -2.23; number 56, C, carries 0.14; number 57, O, carries -0.41; number 58, H, carries 0.37; number 59, H, carries 0.57; number 60, H, carries 0.30; number 61, H, carries 0.01; number 62, H, carries 0.61; number 63, H, carries -2.13; number 64, C, carries -1.16; number 65, C, carries -0.16; number 66, O, carries -0.91; number 67, H, carries 0.25; number 68, H, carries 0.71; number 69, H, carries 0.22; number 70, H, carries -0.49; number 71, H, carries 0.67; number 72, H, carries 0.59; number 73, C, carries -1.49; number 74, C, carries -1.60; number 75, O, carries 1.04; number 76, H, carries 0.76; number 77, H, carries 0.38; number 78, H, carries 0.46; number 79, H, carries 0.30; number 80, H, carries 0.47; number 81, H, carries 0.07; number 82, C, carries -1.50; number 83, C, carries -0.38; number 84, O, carries -0.80; number 85, H, carries 0.29; number 86, H, carries 0.54; number 87, H, carries 0.21; number 88, H, carries 0.28; number 89, H, carries 0.25; number 90, H, carries 1.55; number 91, C, carries 0.59; number 92, C, carries -1.09; number 93, O, carries -0.55; number 94, H, carries 0.26; number 95, H, carries -0.19; number 96, H, carries 0.48; number 97, H, carries 0.39; number 98, H, carries 0.49; number 99, H, carries 0.37

---

Computed relative energy (zero: lowest compared OMol25 entry of this formula, charge and spin), in the same sequence as the records: 445.5, 369.2, 0.0, 0.0, 203.5, 3041.8 kJ/mol.